(1)
{"formula": "C43H56N6O3", "method": "ωB97M-V/def2-TZVPD", "total_charge": 0, "e_above_lowest_kcal_mol": 0.0, "homo_lumo_gap_ev": 6.4, "energy_ha": -2226.32628, "homo_energy_ev": -6.425, "species": ["C", "H", "H", "H", "C", "C", "H", "H", "H", "C", "C", "H", "H", "H", "H", "C", "C", "C", "O", "H", "C", "C", "H", "H", "C", "C", "C", "C", "C", "H", "C", "N", "H", "H", "C", "H", "C", "H", "N", "H", "C", "C", "C", "H", "H", "C", "C", "C", "H", "O", "C", "H", "C", "N", "C", "H", "C", "H", "H", "H", "C", "C", "C", "H", "H", "C", "N", "H", "H", "H", "H", "C", "H", "H", "C", "C", "H", "H", "H", "C", "C", "H", "C", "H", "C", "N", "H", "H", "H", "H", "O", "H", "H", "H", "H", "H", "N", "H", "C", "H", "C", "H", "H", "H", "H", "C", "H", "C"], "positions_angstrom": [[5.1387, 4.6552, 2.9738], [-1.2699, -5.4227, -2.8435], [-3.0901, -2.6993, 3.7407], [-5.7208, 0.7176, -0.2244], [-1.5573, -5.0173, -0.0059], [3.0076, 3.2512, 0.2148], [0.5299, -1.6162, 3.3772], [0.4210, 2.1242, -0.5982], [-6.2204, 2.2698, 0.4863], [-5.5252, 1.7980, -0.2219], [4.0098, 3.2644, 1.2758], [2.4085, 0.5079, 1.9213], [-1.0908, -5.2678, 0.9557], [1.1902, -3.3499, -1.3729], [3.4926, -4.1379, 0.0508], [-1.5898, -1.3028, 3.0187], [-3.7353, 3.5619, 0.1024], [0.6689, -4.1964, -0.9010], [1.9111, 4.5488, -1.4549], [-3.4301, 1.5529, -0.5702], [4.6617, -0.9777, -0.8846], [3.1905, 0.7781, -0.0754], [-2.9595, 1.3283, -4.8064], [6.0084, 5.2780, 2.7189], [-2.6196, -1.8092, -3.3728], [-2.5489, -0.1260, 2.9089], [-0.8085, -3.8655, -0.6858], [-0.5730, -0.2649, -1.1810], [-2.7757, -2.7724, -4.3700], [-1.4732, 0.3765, -4.5738], [-1.6454, -4.4076, -2.9972], [-2.4332, -0.9687, -0.1514], [-3.2122, -0.2573, 4.9540], [5.3474, -1.3626, -1.6423], [0.4724, -0.3218, -2.1961], [3.2497, 7.0088, -1.5263], [-4.4706, 1.8732, 2.6248], [-3.2908, -2.5027, -5.2961], [-1.6325, -1.1300, -1.2174], [3.1312, 7.7219, 0.1316], [-2.6702, 0.5605, 1.6886], [-1.9162, -2.1565, -2.2147], [2.7731, 6.9297, -0.5343], [-0.8756, -2.9962, -0.0230], [-1.4196, -3.2717, 3.9035], [-2.0667, -2.3894, 3.9846], [-2.2863, -4.0682, -4.1910], [-4.7390, -0.5022, -3.7237], [5.0406, -5.0000, 0.3532], [4.6450, 2.3015, 1.6782], [3.8774, 5.7607, 1.2808], [-2.6721, 3.7134, 0.3242], [-3.6995, 1.5021, 1.5229], [3.1427, 5.6730, 0.0932], [-4.2798, 1.2753, 3.8697], [-5.7410, 2.1834, -1.2279], [-0.1979, -0.7964, 3.3706], [-0.2087, -0.3257, 4.3634], [-5.1852, -1.0032, -2.8545], [-2.0421, -2.0400, 5.0240], [0.2032, 1.5205, 0.3146], [3.9744, 0.2053, -1.0972], [-1.4753, -3.4627, -1.9850], [-5.2487, 2.6308, 2.4949], [-5.0190, -1.0690, -4.6235], [-2.5585, 0.3087, -4.7267], [-1.9221, 0.0860, 0.5294], [-3.0095, 0.1273, -2.6432], [-2.5975, -4.7233, 0.1843], [1.2166, 0.4551, -1.9986], [-2.3989, -4.8143, -4.9857], [2.5635, 2.0744, -0.3255], [4.1167, -4.3279, 1.7291], [0.1031, -0.1601, -3.2251], [2.9952, 0.0511, 1.1173], [4.4827, -1.6959, 0.3213], [4.5762, 5.1426, 3.7840], [6.2719, -3.1454, 2.2953], [3.4718, -1.7204, 2.2597], [-3.2157, -0.4316, -3.5618], [4.3950, -4.1675, 0.6740], [-3.9428, 3.9739, -0.8915], [-3.3328, 0.2569, 3.9965], [-4.3253, 4.1171, 0.8427], [3.6108, -1.1794, 1.3143], [5.1423, -2.9232, 0.5195], [1.0353, -1.2742, -2.1898], [4.1212, 0.8104, -1.9947], [0.1743, 1.9470, 1.3363], [-1.5529, -1.7535, 2.0153], [4.1793, 6.8286, 1.8195], [0.1362, -0.0447, 2.6441], [-2.7376, -0.2169, -5.6766], [6.9523, -2.0049, 1.1001], [0.7809, -5.0718, -1.5609], [7.0200, -3.7692, 0.8055], [4.2830, 4.5350, 1.8160], [1.1620, -4.4147, 0.0578], [2.5978, 4.4927, -0.4373], [1.9807, 2.1947, -1.2495], [-0.7049, 0.5121, -0.0472], [5.4519, 3.6525, 3.2677], [1.6811, 6.9867, -0.6601], [-4.8990, 1.5630, 4.7238], [-5.1694, 0.5057, -3.7966], [-4.0645, 2.0718, 0.1567], [-1.5661, -5.9168, -0.6375], [6.4158, -2.9526, 1.2199]]}

(2)
{"formula": "C43H57BaN3O3P2SSeSi", "method": "ωB97M-V/def2-TZVPD", "total_charge": 0, "e_above_lowest_kcal_mol": 117.2, "homo_lumo_gap_ev": 6.8, "energy_ha": -5859.99234, "homo_energy_ev": -6.581, "species": ["H", "C", "S", "H", "H", "H", "H", "O", "C", "H", "H", "H", "H", "H", "C", "C", "H", "C", "C", "H", "C", "H", "C", "H", "C", "H", "Si", "H", "C", "H", "H", "C", "C", "H", "H", "O", "H", "H", "C", "C", "H", "H", "H", "H", "C", "H", "Se", "H", "H", "H", "C", "H", "H", "C", "C", "H", "C", "H", "C", "C", "C", "Ba", "H", "H", "H", "C", "H", "C", "H", "H", "H", "C", "C", "C", "H", "H", "H", "H", "H", "C", "H", "C", "H", "C", "H", "C", "P", "H", "H", "C", "C", "N", "H", "H", "C", "C", "P", "H", "C", "H", "C", "C", "C", "H", "N", "C", "C", "C", "O", "N", "C", "H"], "positions_angstrom": [[-2.8180, -1.1369, -5.4088], [-6.5105, -2.8644, -2.5969], [0.5559, -1.3937, 6.8786], [4.9622, -1.6611, 3.9508], [-6.9394, -3.4148, 0.7139], [6.2493, 1.4421, -3.4636], [1.6277, 1.0932, 5.6579], [3.3039, 0.4155, 0.0509], [-2.5433, 2.0670, 1.5545], [-0.9032, 0.3900, 8.2868], [3.6782, 1.0580, 2.0274], [-6.9431, -3.1179, -3.5561], [3.3257, -2.8483, 6.8289], [2.0908, 1.6597, -6.1161], [-6.5035, -3.0330, -0.2007], [4.2004, 0.8286, -3.6096], [-2.0001, -1.6418, -7.6956], [3.0188, 0.8422, -4.3574], [0.0406, -1.1770, -7.2209], [4.2423, 2.7240, -0.1122], [3.1070, 1.4061, 1.1712], [-1.9090, 2.3295, -1.6743], [4.6759, -0.8572, 4.6340], [-4.9231, -2.0084, 0.8131], [-5.3814, -2.0556, -2.5376], [1.5149, 1.8702, -1.2201], [2.8357, -1.0260, 5.1861], [-3.2905, 0.8467, 7.5375], [-3.5168, 0.4078, 0.0574], [-3.2806, -0.4613, 5.2170], [6.2195, 2.6542, -5.6220], [0.1653, -3.4003, -3.2183], [-2.4107, 1.3347, 7.1066], [-3.5871, 1.9970, 5.4343], [1.4944, 2.9584, -2.6101], [-0.0802, 3.1249, -1.2903], [1.9771, -0.6582, -6.4850], [4.2182, 0.3198, -2.6513], [5.3273, 2.1564, -5.2648], [0.4647, -0.3969, -4.9748], [5.3334, -0.9154, 5.5081], [4.8857, 0.0901, 4.1292], [1.5452, 4.8607, -0.7989], [-7.9538, -3.9794, -1.4707], [5.3446, 1.4697, -4.0584], [0.5117, -4.0279, -4.0261], [1.6624, -0.9704, 2.8728], [4.1205, 2.7718, -6.9263], [-1.2497, -0.3717, -3.6812], [-0.7784, -1.0389, 4.5955], [-2.4145, 1.0189, 0.6585], [3.0443, 4.1304, -1.4171], [-2.7055, -2.8830, -0.2290], [3.5666, 2.7919, 0.7469], [-4.7777, 0.9066, 0.3870], [2.0182, 1.4950, 1.5489], [-1.0607, -2.5095, -1.5638], [3.3243, 1.3542, 5.2278], [-2.4854, 0.2206, 4.8948], [-5.3706, -2.2398, -0.1470], [-7.0741, -3.3500, -1.4288], [1.1279, -0.4569, 0.4070], [-3.9267, 3.3494, 2.5832], [-4.9410, -1.6740, -3.4511], [-5.6595, 0.4846, -0.0783], [3.9134, -0.8925, 0.4106], [2.6577, -1.4316, -2.1232], [-1.3112, -1.3072, -6.9304], [2.6772, -2.0797, -3.8306], [-2.2734, 2.2881, 7.6177], [-1.8230, -4.2726, -2.6539], [-0.8897, -0.5572, -4.6879], [2.6458, 0.7348, 5.8141], [1.2964, 2.8982, -1.5327], [0.4111, -1.4345, -8.2052], [-0.7327, 2.1595, -3.0101], [-1.6600, 2.5325, 1.9747], [4.1240, 3.2107, 1.5876], [-1.8459, 2.2341, 5.2326], [3.0059, 1.5757, -5.5442], [4.4845, -0.7823, 1.3285], [-1.7718, -1.0104, -5.6567], [-2.5560, 0.3435, 3.8151], [-1.0569, -3.5265, -2.5022], [-1.5298, -1.5959, 0.2269], [3.0137, -2.7998, 5.7827], [1.5285, 0.1153, -3.5793], [2.8868, 0.8397, 6.8732], [-5.9144, 2.2954, 1.5514], [0.8326, -2.3238, -2.6638], [-2.0953, -2.0539, -0.5833], [-1.1819, -0.3409, 5.2072], [-0.5853, 1.1187, -1.5842], [3.7849, -3.2531, 5.1620], [0.9227, -0.7288, -6.2491], [-0.8706, 2.1295, -1.9246], [-3.2398, -0.7704, -1.3379], [-1.4215, 0.6780, 0.3913], [-4.7991, -1.7333, -1.3160], [2.0889, -3.3628, 5.6772], [-4.9223, 1.9389, 1.3044], [4.1516, 2.2154, -5.9979], [-2.6086, 1.5524, 5.6142], [4.5757, -1.1669, -0.4060], [0.0713, -1.7513, -1.6804], [-0.6960, -0.3505, 6.4582], [2.1367, 3.9452, -0.8310], [-3.8099, 2.5302, 1.8851], [2.5013, 3.6917, 0.5159], [-1.2230, 0.5190, 7.3411], [2.0970, -1.5921, -3.0504], [3.1680, -1.7291, 0.6061]]}